No. 1
88
Properties=species:S:1:pos:R:3:forces:R:3:mulliken_charge:R:1 method="wB97M-V/def2-TZVPD" homo_ev="-13.69 / -13.63" homo_lumo_gap_ev="5.8 / 5.9" total_charge=+2 de_lowest_kcal_mol=12.6 lumo_energy_ev="-7.869 / -7.692"
Rh -0.1416 -0.0396 -0.3770 0.017 -0.268 -1.259 -1.200
C 4.8217 0.7373 1.0152 -0.068 -0.050 0.024 -1.883
C 3.7382 0.0118 1.7540 0.288 0.139 -0.123 0.417
C 3.9691 -0.8010 2.8291 0.084 -0.069 0.061 -0.309
C 2.9138 -1.4888 3.4715 -0.020 -0.057 0.074 -0.313
N 1.6746 -1.3101 3.0813 -0.010 0.019 -0.018 -0.551
N 1.4556 -0.4996 2.0503 -0.226 0.021 0.002 0.552
B -0.0050 -0.1200 1.7446 0.019 -0.137 0.257 1.365
N -1.0029 -1.1728 2.3179 0.102 0.166 0.060 0.587
N -1.2657 -1.0514 3.6187 0.040 0.077 -0.051 -0.105
C -1.9784 -1.9845 4.1966 -0.075 -0.050 0.035 0.034
C -2.4396 -3.1001 3.4549 -0.042 -0.015 0.177 -0.459
C -2.2126 -3.1948 2.1146 -0.093 -0.259 -0.280 0.388
C -2.7109 -4.3248 1.2614 0.022 0.098 0.065 -1.901
C -1.4738 -2.1376 1.5383 -0.112 0.036 0.279 0.279
S -1.1389 -2.0232 -0.1545 0.124 0.032 0.096 -0.319
C -2.2685 -1.8445 5.6793 0.064 -0.018 0.016 2.279
C -1.7403 -0.5116 6.2082 -0.010 0.013 -0.038 -1.912
C -1.5675 -3.0043 6.4083 -0.020 0.023 -0.018 -1.566
C -3.7844 -1.9193 5.9095 0.003 -0.016 -0.032 -1.851
N -0.3121 1.2634 2.3645 0.081 -0.184 -0.053 0.495
N 0.2774 1.5658 3.5258 0.069 -0.036 0.017 -0.313
C -0.0888 2.6680 4.1248 -0.009 -0.003 -0.006 -0.004
C -1.1084 3.4867 3.5668 -0.001 0.088 0.096 -0.332
C -1.6897 3.1844 2.3729 -0.226 0.185 -0.117 0.049
C -2.7388 4.0234 1.7060 0.093 -0.092 0.029 -1.890
C -1.2133 2.0084 1.7483 0.098 0.088 0.073 0.562
S -1.7000 1.5134 0.1737 -0.021 -0.121 -0.200 -0.348
C 0.6059 3.0506 5.4195 0.029 -0.015 -0.017 2.266
C -0.4428 3.1387 6.5371 -0.001 0.030 0.011 -1.398
C 1.2795 4.4183 5.2235 -0.023 -0.026 -0.027 -1.813
C 1.6625 2.0124 5.7983 -0.035 0.003 -0.042 -1.757
C 2.3967 0.1227 1.3428 -0.167 -0.083 0.031 0.953
S 1.8987 0.9947 -0.0797 -0.124 0.137 -0.082 -0.556
C 3.1059 -2.4219 4.6632 0.013 0.047 -0.016 2.266
C 2.6010 -1.6829 5.9119 0.027 0.033 -0.023 -1.129
C 4.5775 -2.8005 4.8433 -0.037 0.032 -0.012 -2.240
C 2.2732 -3.6917 4.4527 0.007 -0.009 -0.105 -1.510
H 5.7945 0.5522 1.4638 -0.015 -0.007 0.023 0.400
H 4.6348 1.8125 1.0139 -0.003 -0.002 0.009 0.396
H 4.8538 0.4157 -0.0277 -0.007 -0.006 0.008 0.401
H 4.9834 -0.9366 3.1800 -0.018 0.003 -0.003 0.499
H -3.0001 -3.8781 3.9589 0.012 0.031 -0.014 0.454
H -3.2395 -5.0629 1.8600 0.017 0.019 0.019 0.398
H -1.8832 -4.8186 0.7496 0.008 0.005 0.017 0.422
H -3.3912 -3.9540 0.4924 0.002 0.016 0.008 0.422
H -0.6619 -0.4206 6.0612 -0.061 0.005 0.001 -0.009
H -1.9533 -0.4406 7.2754 0.001 -0.008 -0.011 0.601
H -2.2258 0.3297 5.7052 0.046 -0.046 0.032 0.393
H -0.4868 -2.9698 6.2516 -0.019 -0.002 0.010 0.173
H -1.9337 -3.9785 6.0769 0.012 0.028 0.011 0.409
H -1.7589 -2.9274 7.4793 0.003 -0.006 -0.021 0.503
H -4.3043 -1.1166 5.3824 0.003 -0.015 0.013 0.398
H -3.9902 -1.8135 6.9746 -0.009 -0.001 -0.008 0.473
H -4.2072 -2.8734 5.5894 0.008 0.022 0.012 0.370
H -1.4127 4.3839 4.0929 0.020 -0.033 -0.015 0.480
H -2.9980 4.8863 2.3138 0.006 -0.015 0.028 0.408
H -3.6426 3.4379 1.5259 -0.003 0.006 0.015 0.398
H -2.3833 4.3783 0.7363 0.018 -0.007 0.004 0.431
H -1.2146 3.8823 6.3272 0.024 -0.020 -0.002 0.373
H 0.0464 3.4322 7.4667 -0.015 -0.009 -0.013 0.495
H -0.9250 2.1735 6.6959 -0.013 0.005 0.017 0.106
H 0.5574 5.2079 5.0069 0.017 -0.017 0.005 0.360
H 2.0077 4.3838 4.4104 -0.004 0.014 0.022 0.380
H 1.8040 4.6956 6.1380 -0.005 0.008 -0.010 0.473
H 1.2182 1.0252 5.9347 0.024 0.038 -0.011 0.059
H 2.1350 2.3109 6.7346 -0.004 0.002 -0.012 0.526
H 2.4367 1.9341 5.0314 -0.021 -0.009 0.031 0.310
H 3.1718 -0.7677 6.0869 -0.031 -0.016 0.016 0.369
H 2.7091 -2.3229 6.7889 0.004 0.006 -0.022 0.510
H 1.5469 -1.4188 5.7983 0.027 -0.002 0.012 -0.158
H 5.1939 -1.9400 5.1132 -0.010 -0.033 -0.006 0.410
H 4.9899 -3.2645 3.9440 -0.001 0.005 0.031 0.484
H 4.6613 -3.5221 5.6554 0.011 0.006 -0.006 0.422
H 1.2136 -3.4548 4.3444 0.034 -0.014 0.003 0.119
H 2.3945 -4.3531 5.3107 0.005 0.011 0.002 0.458
H 2.6028 -4.2311 3.5612 -0.033 -0.005 0.034 0.393
Br -0.2234 0.2791 -7.0590 -0.005 -0.008 -0.075 -0.103
C -0.1005 0.4177 -5.1965 -0.016 0.007 -0.095 -0.039
C -1.2219 0.8117 -4.4741 0.027 -0.059 0.037 -0.634
C -1.1336 0.9465 -3.0953 -0.033 -0.059 0.147 -0.582
C 0.0628 0.5841 -2.5044 0.162 0.407 0.777 1.123
C 1.2210 0.2822 -3.1963 0.004 -0.102 -0.001 -0.213
C 1.1145 0.1525 -4.5770 -0.059 0.010 0.126 -0.547
H -2.1506 1.0313 -4.9830 0.009 -0.002 0.012 0.447
H -1.9948 1.2808 -2.5312 0.032 0.059 -0.031 0.315
H 2.1661 0.0988 -2.7055 -0.010 0.034 -0.023 0.453
H 1.9755 -0.1379 -5.1632 -0.006 -0.004 0.012 0.441

---

No. 2
90
Properties=species:S:1:pos:R:3:forces:R:3:mulliken_spin:R:1 method="wB97M-V/def2-TZVPD" homo_ev="-8.05 / -8.06" homo_lumo_gap_ev="7.2 / 8.6" s2=6.30 total_charge=0 spin_multiplicity=5 de_lowest_kcal_mol=15.9 lumo_energy_ev="-0.892 / 0.543"
Mn 0.2593 -0.2654 0.3211 -0.488 -0.100 -0.290 4.061
C 3.8282 0.8700 -0.6070 -0.157 -0.055 -0.053 0.004
C 3.6420 -0.4559 0.0415 -0.116 -0.209 0.152 0.015
C 4.6128 -1.4236 0.3061 -0.213 -0.089 0.086 0.001
C 3.9501 -2.4375 0.9736 0.118 0.224 -0.214 0.006
C 4.4961 -3.7257 1.4725 -0.108 -0.004 0.117 -0.001
N 2.6597 -2.0745 1.0893 0.399 -0.318 0.021 0.019
N 2.4661 -0.8748 0.5066 -0.523 0.612 -0.328 0.068
B 1.5487 -2.7511 1.9165 -0.278 0.605 -0.420 -0.119
N 0.9709 -1.6690 2.8556 0.090 -0.370 0.563 0.021
N 0.5075 -0.4808 2.4054 -0.278 0.443 0.091 0.042
C 0.2690 0.2877 3.4707 0.080 -0.183 0.177 0.028
C -0.2273 1.6895 3.4170 0.038 0.009 -0.222 -0.004
C 0.5661 -0.4290 4.6316 0.052 -0.115 -0.262 0.005
C 1.0082 -1.6655 4.2012 -0.164 0.324 0.051 0.016
C 1.4406 -2.8142 5.0387 0.075 -0.062 -0.141 -0.001
N 0.4435 -3.2663 0.9891 0.006 -0.616 0.073 -0.016
N -0.2802 -2.4324 0.2127 0.007 0.794 -0.124 0.069
C -1.2443 -3.1498 -0.3613 0.196 -0.063 0.172 0.011
C -2.2833 -2.5650 -1.2433 0.149 0.196 0.042 -0.002
C -1.1274 -4.4834 0.0406 0.208 0.127 0.116 0.008
C -0.0452 -4.5182 0.8986 -0.234 0.044 -0.183 0.000
C 0.5312 -5.6824 1.6213 0.079 0.093 0.077 -0.001
H 4.7336 1.3450 -0.2314 -0.025 0.053 0.002 0.000
H 2.9694 1.5073 -0.3963 0.072 0.109 -0.054 0.005
H 3.9323 0.7541 -1.6867 -0.014 0.113 -0.066 0.000
H 5.6512 -1.3844 0.0500 0.258 -0.018 -0.032 0.001
H 5.5260 -3.8338 1.1463 0.065 -0.027 -0.019 0.000
H 3.9151 -4.5614 1.0888 0.011 -0.120 0.004 0.000
H 4.4700 -3.7667 2.5597 0.013 -0.074 0.088 0.000
H 1.9966 -3.6334 2.5530 0.140 -0.301 0.180 0.000
H 0.1749 2.2128 2.5502 -0.101 0.063 0.098 0.010
H 0.0588 2.2130 4.3274 -0.006 -0.006 0.019 0.000
H -1.3155 1.6967 3.3474 -0.050 0.110 -0.021 -0.001
H 0.4756 -0.0842 5.6432 -0.010 0.027 0.158 0.000
H 1.2777 -2.5737 6.0861 0.000 -0.022 0.031 0.000
H 2.4974 -3.0279 4.8896 0.067 -0.093 0.035 0.001
H 0.8727 -3.7078 4.7881 0.011 -0.106 0.047 0.001
H -2.0793 -1.5063 -1.3871 -0.159 -0.004 -0.083 0.009
H -3.2593 -2.6725 -0.7714 -0.064 0.085 -0.035 0.000
H -2.3064 -3.0822 -2.2017 -0.013 0.019 -0.050 0.000
H -1.7571 -5.3005 -0.2489 -0.089 -0.188 -0.048 0.001
H -0.0024 -6.5890 1.3514 -0.037 -0.036 -0.026 0.000
H 0.4591 -5.5423 2.6980 0.026 -0.068 0.099 0.000
H 1.5823 -5.8067 1.3703 0.093 -0.089 0.028 0.000
C 0.9338 -2.2089 -3.6987 -0.356 0.698 0.049 0.000
Si 0.1395 -0.4871 -3.4489 0.108 -0.266 -0.294 0.052
C 0.9975 0.8027 -4.5949 -0.242 -0.491 0.626 -0.030
C -1.6819 -0.4975 -4.0339 0.614 -0.053 0.377 0.001
C 0.4923 0.1565 -1.6905 -0.133 0.366 -0.823 -0.439
H 0.9376 -2.4905 -4.7477 -0.030 -0.022 -0.217 0.000
H 0.3937 -2.9755 -3.1519 -0.152 -0.124 0.169 -0.001
H 1.9618 -2.2246 -3.3489 0.201 0.076 0.097 0.000
H 0.9091 0.5428 -5.6444 -0.084 -0.211 -0.203 -0.005
H 2.0548 0.9104 -4.3739 0.241 -0.007 0.093 0.001
H 0.5344 1.7762 -4.4663 -0.113 0.187 0.087 0.004
H -1.7201 -0.3741 -5.1127 0.117 0.048 -0.197 0.000
H -2.2446 0.3200 -3.5934 -0.090 0.211 0.135 0.000
H -2.2010 -1.4186 -3.7986 -0.065 -0.182 0.095 0.000
H 0.0269 1.1518 -1.6737 0.059 -0.081 0.179 0.005
H 1.5798 0.3174 -1.7062 -0.113 -0.086 0.166 0.021
Cl -1.1476 3.4350 -2.6703 0.150 -0.105 -0.301 0.000
C -0.3832 3.9844 -1.2210 0.165 0.193 0.157 0.002
C 0.9833 3.8082 -1.1054 -0.088 0.042 0.075 -0.008
C 1.6514 4.2535 0.0207 0.033 0.012 0.026 -0.005
C 0.9483 4.8992 1.0223 0.021 -0.115 -0.025 -0.002
C -0.4150 5.0566 0.8979 0.018 -0.061 -0.070 0.002
Cl -1.2733 5.8533 2.1870 -0.061 0.019 0.089 0.000
C -1.1402 4.5914 -0.2097 0.506 0.052 -0.038 0.004
N -2.4921 4.8118 -0.2841 -0.346 0.375 0.284 0.000
C -3.4132 3.9021 -0.8780 -0.461 -0.261 -0.010 0.001
C -4.0773 4.2919 -2.0336 -0.189 -0.071 0.087 0.000
C -4.9926 3.4479 -2.6334 -0.012 0.155 -0.014 0.000
C -5.2619 2.2095 -2.0711 0.008 -0.074 -0.096 0.000
C -4.6226 1.8291 -0.9074 0.029 -0.016 -0.068 0.000
C -3.7012 2.6689 -0.2888 -0.041 0.220 -0.088 0.004
C -3.0538 2.2180 0.9890 0.331 -0.265 0.007 -0.012
C -1.9184 1.2391 0.6709 -0.563 -0.066 0.127 -0.006
O -2.1582 0.0235 0.5811 0.107 -0.406 -0.044 0.028
O -0.7605 1.7015 0.4921 1.123 -0.320 0.002 0.125
H 1.5191 3.3215 -1.9061 0.005 -0.049 -0.102 0.003
H 2.7157 4.1093 0.1182 0.119 0.004 -0.025 0.000
H 1.4479 5.2667 1.9058 0.010 0.034 0.054 0.000
H -2.8497 5.2610 0.5524 0.031 -0.049 -0.227 0.000
H -3.8546 5.2580 -2.4610 0.070 0.066 -0.018 0.000
H -5.4972 3.7620 -3.5352 -0.045 -0.004 -0.073 0.000
H -5.9717 1.5454 -2.5441 -0.039 -0.049 0.004 0.000
H -4.8235 0.8635 -0.4639 -0.029 -0.057 0.048 -0.001
H -3.7915 1.6839 1.5903 0.096 0.072 0.028 -0.001
H -2.6483 3.0606 1.5500 -0.040 -0.051 0.012 0.000